#w
DFT (the ωB97M-V functional and the def2-TZVPD basis) results for C4H6N2O in the gas phase.

Structure (XYZ):
```
13
Properties=species:S:1:pos:R:3
N 1.7036 0.5482 -0.1768
C 0.2871 0.3989 -0.0165
C -0.3348 -0.6884 -0.8810
C -1.1678 -1.4252 -0.1422
C -1.0003 -1.1164 1.3307
O -0.3975 1.6188 -0.2855
N -0.1318 -0.1139 1.3007
H 1.9072 1.1226 -0.9945
H 2.1886 0.9829 0.6080
H -0.0313 -0.8154 -1.9123
H -1.8410 -2.2049 -0.4953
H -1.2981 1.3070 -0.4777
H 0.1162 0.3857 2.1424
```

The LUMO energy is 0.28 eV. The orbital gap comes out at 8.801 eV. Its net charge is 0. The value obtained for the molar mass is 98.1 g mol⁻¹.

---

#x
DFT (the ωB97M-V functional and the def2-TZVPD basis) results for C4H6N2O in the gas phase.

Structure (XYZ):
```
13
Properties=species:S:1:pos:R:3
C 1.2314 -0.9936 -0.1681
C -1.7501 -0.4061 -0.1231
C 0.1158 1.2469 0.1964
C 1.2367 0.5143 -0.1396
H 1.0939 -1.4711 -1.0928
H 2.2944 -1.3172 0.1170
H -2.7047 -0.5264 -0.5309
H -1.8232 1.5819 -0.0322
H 0.2348 2.2997 0.5988
H 2.1921 1.1839 0.1771
N -1.0776 -1.4920 -0.0210
N -1.1751 0.7826 0.2567
O 0.1316 -1.4029 0.7618
```

As for the SMILES: C1=CNC=NOC1. The LUMO energy is 0.67 eV. The orbital gap comes out at 9.219 eV. Its net charge is 0. The value obtained for the molar mass is 98.1 g mol⁻¹.

---

How far above the most stable structure does each one sit? In kJ/mol: #w 0.0; #x 122.6.

---

#w
DFT (the ωB97M-V functional and the def2-TZVPD basis) results for C4H6N2O in the gas phase.

Structure (XYZ):
```
13
Properties=species:S:1:pos:R:3
N 0.1047 -1.2408 -0.9386
C 0.1204 0.2652 -1.2030
C -1.1966 0.6615 -0.6280
C -1.1888 0.9427 0.7244
C 0.2135 0.7645 0.9875
O 0.7708 0.7814 2.1951
N 0.9981 0.5916 -0.0925
H 0.9941 -1.6888 -1.1688
H -0.6466 -1.7163 -1.4379
H -2.0884 0.6470 -1.2658
H -0.0621 -1.2798 0.1159
H 0.0280 1.0081 2.7825
H 1.9528 0.2637 -0.0708
```

The LUMO energy is 0.01 eV. The orbital gap comes out at 7.279 eV. Its net charge is 0. The value obtained for the molar mass is 98.1 g mol⁻¹.

---

#x
DFT (the ωB97M-V functional and the def2-TZVPD basis) results for C4H6N2O in the gas phase.

Structure (XYZ):
```
13
Properties=species:S:1:pos:R:3
C -0.7680 1.8871 0.6709
C -0.2646 0.5331 0.2772
N 1.0337 0.4216 0.3457
C 1.4236 -0.6752 -0.3487
C 0.3510 -1.4523 -0.6984
O 0.2485 -2.7990 -0.8289
N -0.9155 -0.5093 -0.2766
H 0.0098 2.5683 0.3153
H -0.7890 1.9624 1.7609
H -1.7311 2.1868 0.2573
H 2.4623 -0.6311 -0.7003
H 0.8137 -3.2632 -0.1800
H -1.8744 -0.2292 -0.5944
```

As for the SMILES: Cc1ncc(O)[nH]1. The LUMO energy is 0.66 eV. The orbital gap comes out at 8.781 eV. Its net charge is 0. The value obtained for the molar mass is 98.1 g mol⁻¹.

---

#y
DFT (the ωB97M-V functional and the def2-TZVPD basis) results for C4H6N2O in the gas phase.

Structure (XYZ):
```
13
Properties=species:S:1:pos:R:3
O 1.2007 2.1705 0.6578
C 0.7936 1.1661 0.1328
N 1.3507 -0.0898 0.1907
C 0.5043 -1.1354 -0.3514
C -0.7641 -0.3502 -0.6936
C -1.3598 0.4523 0.4031
N -0.4525 1.0700 -0.5683
H 2.0684 -0.2572 0.8763
H 0.3450 -1.9467 0.3682
H 0.9351 -1.5629 -1.2641
H -1.3423 -0.6640 -1.5588
H -2.3408 0.9027 0.4211
H -0.9382 0.2447 1.3861
```

As for the SMILES: O=C1NC[C@H]2CN12. The LUMO energy is 0.88 eV. The orbital gap comes out at 10.820 eV. Its net charge is 0. The value obtained for the molar mass is 98.1 g mol⁻¹.

---

How far above the most stable structure does each one sit? In kJ/mol: #w 439.6; #x 119.6; #y 0.0.

---

#w
DFT (the ωB97M-V functional and the def2-TZVPD basis) results for 2 unconnected molecules or ions with the total composition C2H8NO2P.

Structure (XYZ):
```
14
Properties=species:S:1:pos:R:3
C 0.3115 -2.0380 0.0938
C 1.6713 1.6255 -1.1163
N -2.4084 0.4454 0.5503
O 0.0561 0.2324 1.7387
O -1.4202 -0.0059 -0.3544
P 0.0426 -0.1835 0.3024
H 1.4421 -2.2011 0.0270
H -0.0190 -2.6709 1.1078
H -0.2531 -2.3747 -0.7406
H 1.8464 0.9234 -1.9148
H 1.1338 2.5813 -1.2951
H 2.3758 1.8450 -0.3038
H -2.8172 1.3515 0.3289
H -1.9617 0.4697 1.5760
```

The LUMO energy (spin up / spin down) is -0.40 / -0.83 eV. The orbital gap (spin up / spin down) comes out at 7.908 / 7.840 eV. Its net charge is 0. The value obtained for the molar mass is 109.1 g mol⁻¹.

---

#x
DFT (the ωB97M-V functional and the def2-TZVPD basis) results for C2H8NO2P in the gas phase.

Structure (XYZ):
```
14
Properties=species:S:1:pos:R:3
C -2.2301 -0.6006 0.7849
C 2.4693 -0.4822 0.5930
N -1.1006 -0.1282 -0.1274
O 0.3014 1.7228 -1.0146
O 1.3126 -0.2672 -0.1198
P 0.0988 0.8754 0.3220
H -2.7593 -1.2177 0.1590
H -1.8334 -1.0927 1.5911
H -2.8341 0.2459 1.1585
H 3.1671 -0.9023 -0.1129
H 2.1673 -1.2739 1.3966
H 2.9231 0.3332 1.0610
H -0.5364 -0.9270 -0.4872
H 0.9237 2.3181 -0.7187
```

As for the SMILES: CNP(O)OC. The LUMO energy is 1.06 eV. The orbital gap comes out at 10.038 eV. Its net charge is 0. The value obtained for the molar mass is 109.1 g mol⁻¹.

---

How far above the most stable structure does each one sit? In kJ/mol: #w 348.2; #x 0.0.

---

#w
DFT (the ωB97M-V functional and the def2-TZVPD basis) results for a molecular structure, C3H7N5.

Structure (XYZ):
```
15
Properties=species:S:1:pos:R:3
C -1.1726 0.8664 -0.1625
C -0.9174 -0.5023 0.5325
C 0.3749 -1.0218 0.0544
H -0.7939 2.9178 0.0921
H 0.5622 1.7395 -0.7812
H -2.2225 1.3848 0.3551
H -1.4651 0.2442 -1.2300
H -1.6880 -1.3192 0.6318
H -0.7196 -0.2953 1.8314
H 1.6760 0.5566 0.3102
N -0.1327 1.7980 -0.1009
N 0.6085 -2.2766 -0.5182
N 1.8432 -2.3244 -0.7604
N 2.5140 -1.3075 -0.3997
N 1.5328 -0.4602 0.1453
```

The LUMO energy is 0.10 eV. The orbital gap comes out at 9.851 eV. Its net charge is 0. The value obtained for the molar mass is 113.1 g mol⁻¹.

---

#x
DFT (the ωB97M-V functional and the def2-TZVPD basis) results for C3H7N5 in the gas phase.

Structure (XYZ):
```
15
Properties=species:S:1:pos:R:3
C 0.2979 -1.1609 -2.0273
N -0.0708 0.0554 1.3666
C -0.2597 0.3067 0.0464
C 0.1693 -0.8630 -0.5740
N -0.2283 0.9569 2.4098
N -0.8452 1.4487 -0.4394
N 0.4282 -1.1777 1.5402
N 0.5610 -1.7188 0.3901
H -0.2424 0.3981 3.2748
H 0.5849 1.6022 2.4515
H -0.6520 1.6192 -1.4230
H -0.7550 2.2693 0.1487
H 0.4566 -0.2432 -2.5822
H 1.1561 -1.8312 -2.1702
H -0.6005 -1.6617 -2.4119
```

As for the SMILES: Cc1nnn(N)c1N. The LUMO energy is 0.71 eV. The orbital gap comes out at 8.925 eV. Its net charge is 0. The value obtained for the molar mass is 113.1 g mol⁻¹.

---

#y
DFT (the ωB97M-V functional and the def2-TZVPD basis) results for C3H7N5 in the gas phase.

Structure (XYZ):
```
15
Properties=species:S:1:pos:R:3
C -0.5623 0.8274 0.8284
C -0.8470 -0.4186 1.1089
C -0.2120 -1.2060 0.0228
H -0.3260 2.9475 0.8013
H -1.3264 1.9926 2.2610
H -1.6887 -0.6198 1.9177
H 0.0856 -2.8619 -0.9250
H 2.0493 -1.0184 -1.4216
H 1.1144 -0.6755 -2.7663
H 1.1797 1.3547 -0.2866
N -0.7129 1.9567 1.4893
N -0.3743 -2.4948 -0.0476
N 0.2350 -0.3534 -0.8620
N 1.2503 -0.4771 -1.7469
N 0.1353 1.0465 -0.3733
```

As for the SMILES: [H]/N=c1/cc(N)[nH]n1N. The LUMO energy is 0.63 eV. The orbital gap comes out at 8.488 eV. Its net charge is 0. The value obtained for the molar mass is 113.1 g mol⁻¹.

---

How far above the most stable structure does each one sit? In kJ/mol: #w 317.0; #x 0.0; #y 244.4.

---

#w
DFT (the ωB97M-V functional and the def2-TZVPD basis) results for C3H7N5 in the gas phase.

Structure (XYZ):
```
15
Properties=species:S:1:pos:R:3
C 1.2529 0.0147 -0.5561
C -1.1386 -0.9240 0.6721
C -1.0379 1.0038 -0.7021
H 3.0423 -0.4864 0.3082
H 1.5208 -1.4124 0.7593
H 0.9698 0.4862 -2.5082
H -2.2842 -0.9420 0.3107
H -0.8891 -2.5671 1.8378
H -0.4532 1.2853 -1.7964
H -2.0980 2.4011 -0.4390
N 1.9730 -0.4566 0.5512
N 1.6675 0.6228 -1.5536
N -0.3691 0.0130 -0.0491
N -0.3692 -1.6735 1.4385
N -2.0833 1.5897 0.3336
```

As for the SMILES: [H]/N=C(/N)N(/C=N/[H])/C=N/[H]. The LUMO energy is 0.30 eV. The orbital gap comes out at 8.922 eV. Its net charge is 0. The value obtained for the molar mass is 113.1 g mol⁻¹.

---

#x
DFT (the ωB97M-V functional and the def2-TZVPD basis) results for a molecular structure, C3H7N5.

Structure (XYZ):
```
15
Properties=species:S:1:pos:R:3
C -1.3524 -0.0601 0.5557
C -0.3557 -0.5263 -0.4641
C 1.2065 -0.2019 -0.1851
H -2.1893 1.0123 -0.7916
H -3.0563 -0.3821 -0.4778
H -1.2927 -1.0100 1.6311
H -0.6129 0.4661 1.1186
H -0.3183 -1.8436 -0.3521
H -0.6259 -0.0974 -1.3325
H 1.1689 1.8865 -0.2377
N -2.5405 0.3858 0.1676
N 2.0768 -1.0443 0.0062
N 3.2620 -0.3960 0.2906
N 3.0021 0.8204 0.1204
N 1.6279 0.9906 -0.0492
```

The LUMO energy is 0.33 eV. The orbital gap comes out at 10.481 eV. Its net charge is 0. The value obtained for the molar mass is 113.1 g mol⁻¹.

---

#y
DFT (the ωB97M-V functional and the def2-TZVPD basis) results for C3H7N5 in the gas phase.

Structure (XYZ):
```
15
Properties=species:S:1:pos:R:3
C 0.5025 1.9642 -0.0169
C 0.8539 0.9188 -0.9783
C -0.8154 -1.5491 0.8967
H 0.6575 2.8214 -0.7394
H 1.0024 1.9092 0.9403
H -0.6398 1.8995 0.3254
H 0.3022 1.0163 -1.9608
H 1.9724 0.5795 -1.3263
H -2.4824 -2.9141 0.9638
H -1.4741 -1.0385 -0.9462
N 0.5878 -0.4871 -0.5988
N 1.2939 -0.6855 0.6262
N 0.5431 -1.2654 1.5239
N -1.4701 -2.5534 1.3984
N -0.8338 -0.6158 -0.1079
```

As for the SMILES: [H]/N=c1/nnn(CC)[nH]1. The LUMO energy is 0.26 eV. The orbital gap comes out at 9.744 eV. Its net charge is 0. The value obtained for the molar mass is 113.1 g mol⁻¹.

---

How far above the most stable structure does each one sit? In kJ/mol: #w 147.7; #x 111.5; #y 0.0.

---

#w
DFT (the ωB97M-V functional and the def2-TZVPD basis) results for C7H8O in the gas phase.

Structure (XYZ):
```
16
Properties=species:S:1:pos:R:3
C -1.3445 -0.2626 -1.4782
C -1.7475 0.8066 -0.5700
C 1.6594 -0.0892 0.3311
C 2.0304 -0.4556 1.5012
C -0.0647 -0.7256 -1.3664
C -0.9774 0.8912 0.5663
C 1.1292 0.0403 -0.7923
O -0.9969 1.8389 1.5549
H -2.0890 -0.7110 -2.1216
H -2.2080 1.6111 -1.0884
H 1.5007 -0.0855 2.3933
H 3.0060 -0.9237 1.7339
H 0.0178 -1.6432 -1.8443
H -0.5833 -0.1928 0.9117
H 1.4374 0.8792 -1.3749
H -0.5140 1.5845 2.4367
```

As for the SMILES: C=C=C/C=C\C=C\O. The LUMO energy is 0.58 eV. The orbital gap comes out at 8.674 eV. Its net charge is 0. The value obtained for the molar mass is 108.1 g mol⁻¹.

---

#x
DFT (the ωB97M-V functional and the def2-TZVPD basis) results for 2 unconnected molecules or ions with the total composition C7H8O.

Structure (XYZ):
```
16
Properties=species:S:1:pos:R:3
C 0.7539 -1.4678 0.4133
C -0.0050 -1.6906 -0.7588
C 0.5388 0.2672 1.1076
C 0.3402 0.5097 2.2970
H 0.5272 -2.0997 1.2613
H 1.8221 -1.3289 0.2601
H -0.8083 -0.3443 -0.8839
H 0.4666 -1.5262 -1.7188
H -0.8227 -2.3992 -0.7342
H 0.1049 0.6601 3.3216
C 0.7700 1.2837 -0.0992
C -1.1856 0.7986 -0.8681
C -1.9813 1.6176 -1.2753
O 1.6168 1.0100 -0.9169
H 0.4895 2.3069 0.1769
H -2.6271 2.4029 -1.5826
```

The LUMO energy (spin up / spin down) is -0.75 / -0.74 eV. The orbital gap (spin up / spin down) comes out at 7.391 / 7.409 eV. Its net charge is 0. The value obtained for the molar mass is 108.1 g mol⁻¹.

---

#y
DFT (the ωB97M-V functional and the def2-TZVPD basis) results for 2 unconnected molecules or ions with the total composition C7H8O.

Structure (XYZ):
```
16
Properties=species:S:1:pos:R:3
C -0.3143 0.1152 -1.8371
C 0.6894 0.5995 -0.9994
C 1.3400 1.7749 -1.2287
C -1.2337 -0.4621 -2.3578
C 0.8519 -0.2518 0.1649
C -2.4088 -0.4843 1.0244
C 1.8172 -0.0976 1.2537
O 2.1050 2.4990 -1.7240
H -2.1060 -1.0361 -2.4447
H 0.2547 -1.2055 0.1927
H -2.4376 -0.9133 0.0195
H -2.1988 0.5660 1.1291
H -2.4234 -1.1648 1.9023
H 2.6393 -0.7437 1.3743
H 1.1572 -0.1836 2.1794
H 2.2679 0.9882 1.3515
```

The LUMO energy (spin up / spin down) is 0.07 / 0.08 eV. The orbital gap (spin up / spin down) comes out at 8.889 / 7.209 eV. Its net charge is 0. The value obtained for the molar mass is 108.1 g mol⁻¹.

---

How far above the most stable structure does each one sit? In kJ/mol: #w 0.0; #x 376.5; #y 205.7.